[1]
The following is a DFT calculation (ωB97M-V with the def2-TZVPD basis set) of a molecular structure, C10H31ClO9.

Summary:
- DFT total energy (eV) = -41802.2272
- HOMO level (eV) = -9.40
- LUMO energy (eV) = -0.56
- Kohn-Sham gap (eV) = 8.85

Each line ends with the Mulliken charge.
CARTESIAN COORDINATES (ANGSTROEM)
1 Cl 5.78497 -30.15901 5.68107  0.7627
2 O 6.93758 -31.36340 7.87303  -0.3861
3 O 5.41107 -30.15216 7.03934  -0.7935
4 O 7.15885 -30.62588 5.54128  -0.7171
5 O 7.24391 -30.04495 3.37000  -0.6152
6 O 7.90734 -28.29839 6.29811  -0.6894
7 O 3.46690 -29.61157 4.67368  -0.5762
8 O 4.99467 -30.88862 4.78418  0.2124
9 O 5.08326 -32.82201 5.58308  -0.8297
10 O 5.79588 -28.76500 5.34590  -0.6581
11 C 5.06790 -34.73984 4.22632  -1.6550
12 C 2.78942 -28.60430 5.36829  0.6298
13 C 4.32998 -32.44353 3.34442  -0.9140
14 C 5.98142 -30.14701 1.31609  -1.4683
15 C 7.02994 -28.00630 2.22921  -1.5848
16 C 6.32910 -29.32603 2.58577  1.6244
17 C 8.67900 -28.63711 5.11955  -0.3574
18 C 1.32357 -28.62452 5.01763  -1.4549
19 C 5.25439 -33.27915 4.28813  0.7734
20 C 2.95320 -28.90431 6.88859  -1.3153
21 H 2.62831 -29.94000 6.98799  0.3007
22 H 3.35329 -32.92743 3.33975  0.4224
23 H 5.01277 -34.97475 3.16336  0.3650
24 H 3.34654 -27.67593 5.24244  0.1917
25 H 5.10893 -31.86864 5.47340  0.7862
26 H 6.52941 -27.33253 1.53381  0.3198
27 H 3.97674 -28.81169 7.25175  0.2292
28 H 5.49605 -29.09554 3.24986  0.1356
29 H 6.06069 -31.22576 1.45071  0.3276
30 H 6.76860 -30.66427 3.92868  0.1217
31 H 2.19050 -28.41611 7.49526  0.4863
32 H 7.47247 -30.66041 8.24891  0.3988
33 H 7.52887 -32.04320 7.54160  0.4692
34 H 7.08963 -28.79334 6.20890  0.5783
35 H 1.29490 -28.49497 3.93573  0.3813
36 H 8.52538 -29.64632 4.73746  0.1814
37 H 4.87126 -32.46621 2.39858  0.1765
38 H 6.22954 -32.97379 3.90875  0.0483
39 H 8.38495 -27.98832 4.29449  -0.0880
40 H 0.80933 -27.82976 5.55800  0.3835
41 H 4.41108 -29.48320 4.79049  -0.1796
42 H 6.74083 -29.92969 0.56498  0.4364
43 H 4.14929 -35.10676 4.68417  0.3580
44 H 9.70789 -28.47206 5.43931  0.4142
45 H 4.96849 -29.96007 0.95956  0.2814
46 H 6.28255 -31.01598 7.26324  0.4736
47 H 0.92319 -29.57992 5.35674  0.3549
48 H 7.43572 -27.43099 3.06134  0.4607
49 H 4.35728 -31.41221 3.69616  0.3728
50 H 7.88571 -28.36625 1.65808  0.4317
51 H 5.95828 -35.17232 4.68271  0.3925


[2]
The following is a DFT calculation (ωB97M-V with the def2-TZVPD basis set) of a molecular structure, C33H69In2N3O9.

Summary:
- DFT total energy (eV) = -68563.3132
- HOMO level (eV) = -7.00
- LUMO energy (eV) = -4.08
- Kohn-Sham gap (eV) = 2.93

Each line ends with the Mulliken charge.
CARTESIAN COORDINATES (ANGSTROEM)
1 In -2.58092 20.56446 15.88540  1.4801
2 In -1.17276 23.04931 19.52764  1.0520
3 O -3.83902 22.11203 18.18921  -0.1785
4 O -3.55538 22.54378 21.34782  -0.5968
5 O -0.98489 23.11679 16.29416  -0.3043
6 O -4.62505 18.16969 15.52677  0.9953
7 O -0.87819 20.17428 18.52587  -0.4365
8 O 1.09365 24.68071 18.18572  -0.5501
9 O -1.87243 17.66698 16.66091  -0.5437
10 O -0.32091 19.16731 14.48236  -0.0270
11 O -4.31248 21.24977 13.18336  0.2937
12 N -5.97170 17.86180 15.68594  0.0343
13 N -0.40071 19.24234 13.10356  0.4470
14 N -4.43684 22.49191 13.82274  -0.1274
15 C -4.43128 24.05784 11.74375  -1.7361
16 C -6.06281 21.45548 15.33542  -1.7338
17 C -0.96283 17.57322 17.76852  -0.7175
18 C -2.49336 18.00307 12.97561  -1.1828
19 C -1.06085 18.06650 12.39517  1.7877
20 C -5.63414 15.69551 14.45000  -1.6413
21 C -4.89386 22.31353 19.16038  -0.3398
22 C -5.24631 16.59644 17.77904  -1.5393
23 C 0.02419 19.01513 10.12713  -0.9288
24 C -0.41684 16.68511 12.57086  -1.7431
25 C -5.77241 22.64325 14.39326  2.2740
26 C 0.57966 20.17274 10.94592  -0.9479
27 C -7.64361 17.03349 17.26945  -1.8439
28 C -3.73327 23.63674 13.07079  1.8017
29 C -6.19458 17.53046 17.06364  1.7318
30 C 0.81534 19.82332 12.45742  1.7511
31 C -3.67744 24.88262 14.07734  -1.1687
32 C -2.34454 23.21762 12.59677  -1.7029
33 C -7.99009 16.48344 14.97343  -1.5596
34 C -6.59711 17.75072 13.36034  -1.6963
35 C 1.19024 21.13445 13.12130  -2.0225
36 C -5.79744 23.97743 15.26234  -1.1369
37 C -8.27164 16.01403 16.32642  -0.7839
38 C 1.31627 24.29453 16.82745  -0.7224
39 C -5.08460 25.18599 14.69670  -0.7544
40 C 1.93369 18.80043 12.51913  -1.7069
41 C -0.30275 18.87990 18.42659  -0.6161
42 C -1.24434 18.37883 10.85495  -1.1679
43 C -6.83742 22.79539 13.30863  -1.7231
44 C -4.57426 21.94807 20.64749  -0.8042
45 C -6.24845 18.90881 17.87633  -1.8188
46 C -6.51616 16.94083 14.65619  1.9122
47 C 0.02625 24.00358 15.86194  -0.2754
48 H -6.82976 24.21406 15.52008  0.4919
49 H 1.46344 20.57888 10.45391  0.4071
50 H -5.81039 14.93558 15.21128  0.3582
51 H -5.25102 23.34292 19.13036  0.4125
52 H 0.41235 21.87636 12.94091  0.1584
53 H 2.06725 21.55802 12.63187  0.4483
54 H -0.21189 19.30784 9.10405  0.4744
55 H -6.02875 15.25231 13.53569  0.4875
56 H -7.08739 18.72176 13.42981  0.3714
57 H -7.21414 17.32015 12.57169  0.4327
58 H -0.47452 16.44028 13.63144  0.4347
59 H -6.93844 21.64135 15.95737  0.5473
60 H -5.40518 16.54477 18.85616  0.4758
61 H -3.16579 18.83342 12.76006  -0.5019
62 H -1.11422 15.92196 12.22535  0.4384
63 H -4.24176 17.42733 15.99962  -0.1217
64 H -4.67757 21.46633 12.32231  0.1715
65 H -4.57164 15.92514 14.36954  0.0841
66 H -3.50531 25.77315 13.47285  0.3733
67 H -4.95981 25.95549 15.45854  0.4794
68 H -6.83181 19.65530 17.33731  0.1958
69 H -5.36636 23.70837 16.22665  0.0246
70 H -4.45188 20.88152 20.83613  0.2396
71 H -1.39015 16.95426 18.55744  0.4116
72 H -7.82164 22.51626 13.68479  0.4986
73 H -5.28136 21.36256 16.08961  -0.0903
74 H -4.18242 16.79563 17.65033  0.1707
75 H -7.87052 15.03182 16.57637  0.4042
76 H -0.24429 16.82161 17.44157  0.4432
77 H -6.26680 20.45167 14.96279  -0.1758
78 H 1.99624 24.93879 16.27007  0.3740
79 H -5.40796 15.54779 17.52942  0.3706
80 H -5.79542 25.62204 13.99478  0.3520
81 H -5.24295 19.31537 17.98481  0.1600
82 H 0.41407 23.76707 14.87110  0.1935
83 H -5.58364 17.88950 12.98387  0.1563
84 H -3.75202 24.61819 11.10132  0.5091
85 H 1.77523 18.07354 11.72250  0.2897
86 H -6.85452 23.80537 12.89905  0.2992
87 H -4.87031 23.25338 11.15368  0.1700
88 H -8.35128 15.79045 14.21356  0.4334
89 H 0.23553 18.55788 19.31803  0.4015
90 H -9.32192 15.90677 16.59752  0.4133
91 H -2.51424 22.46850 11.82338  0.3890
92 H 0.19637 18.39056 14.70748  0.1207
93 H -5.83162 21.81082 18.92377  0.2441
94 H 1.89799 23.39813 17.04232  0.2615
95 H -1.56623 17.52989 10.25180  0.4469
96 H -5.12528 24.87665 11.93353  0.4510
97 H -0.07970 21.04053 10.96337  0.1407
98 H -1.70759 24.04991 12.29727  0.4737
99 H 1.31949 21.05589 14.20075  0.4676
100 H -5.41748 22.13966 21.31110  0.4020
101 H 0.61802 19.10018 17.88644  0.2683
102 H -7.66511 16.76364 18.32530  0.4796
103 H -2.79849 24.83336 14.72009  0.1029
104 H 1.85509 18.23189 13.44578  0.1917
105 H -6.63941 18.64418 18.85879  0.5029
106 H -8.75144 17.25790 14.88028  0.3726
107 H -0.48992 24.94242 15.66134  0.3593
108 H -3.04331 17.28003 12.37323  0.6303
109 H -2.67539 17.39795 13.86375  0.0629
110 H 2.96352 19.15746 12.52747  0.4390
111 H -8.30627 17.89741 17.21824  0.4621
112 H -1.88300 22.63443 13.39361  -0.0701
113 H -2.03970 19.12047 10.78097  0.3748
114 H 0.57836 16.54544 12.14876  0.3024
115 H -6.71733 22.07850 12.49638  0.3003
116 H 0.70393 18.17474 9.98650  0.3734


[3]
The following is a DFT calculation (ωB97M-V with the def2-TZVPD basis set) of a molecular structure, C17H43AlFN4S.

Summary:
- DFT total energy (eV) = -44441.5100
- HOMO level (eV) = -4.99
- charge = -1
- LUMO energy (eV) = 2.65
- Kohn-Sham gap (eV) = 7.64

Each line ends with the Mulliken charge.
CARTESIAN COORDINATES (ANGSTROEM)
1 S -3.74856 -3.34823 2.55694  -0.4837
2 Al -3.40819 -1.67137 1.00168  0.0296
3 F -3.09780 -2.44998 -0.49238  -0.4613
4 N -1.69532 0.04103 -1.38412  -0.4919
5 N -5.21495 1.70479 0.79427  -0.7233
6 N 1.06141 -2.06428 -5.51245  0.1100
7 N 1.35635 1.54202 4.12224  0.3330
8 C 1.27789 2.98846 4.10467  -0.7811
9 C 2.35512 0.88244 6.38453  -1.0594
10 C -0.38583 -2.19741 -5.57827  -0.7082
11 C -5.25236 0.59722 1.44025  -0.0466
12 C -5.19037 -0.72771 0.81613  -0.6594
13 C 2.30377 -0.49204 3.07071  -1.2521
14 C 1.51377 -0.41578 -3.61369  -0.6457
15 C -1.86804 -0.55880 1.63142  -0.4835
16 C 1.61393 -1.24250 -6.56880  -0.3283
17 C 2.44654 3.78622 4.70064  -1.1251
18 C -0.97842 0.79561 -0.37297  -0.7860
19 C 1.16781 0.90267 5.40983  -0.7717
20 C 2.42391 1.00653 3.30035  -0.4500
21 C -1.24004 -0.93997 -5.37464  -0.7664
22 C 1.60943 -1.83501 -4.18605  -0.7740
23 C -1.62722 0.83192 1.00790  0.0515
24 C 3.12830 -1.34539 -6.67543  -1.4524
25 H 1.33879 -0.17918 -6.47432  0.2542
26 H -0.93714 1.38648 1.65745  -0.1052
27 H -5.30226 0.61798 2.53503  0.3331
28 H 3.47450 -0.79472 -7.55176  0.4341
29 H -5.22080 2.47954 1.45194  0.2376
30 H 0.31029 1.37635 5.89359  0.4328
31 H -0.87824 1.83034 -0.71982  0.3028
32 H -2.53480 -3.90429 2.57823  0.0318
33 H 2.50618 1.84443 6.87340  0.2608
34 H 2.17200 0.14575 7.16950  0.3901
35 H 3.28529 0.60417 5.88676  0.2496
36 H 1.15357 3.29077 3.06020  0.3814
37 H 1.17785 -1.58864 -7.51035  0.4589
38 H -1.26764 -0.62009 -4.33374  0.0482
39 H -1.87282 -0.45210 2.71769  0.4647
40 H 3.06130 -0.81715 2.35599  0.4377
41 H 0.85560 -0.12816 5.22962  0.3880
42 H -2.53142 1.43693 0.93970  0.2238
43 H 1.12116 -2.53228 -3.50175  0.3411
44 H 3.42785 1.22698 3.70309  0.2638
45 H 0.35272 3.28284 4.60748  0.4464
46 H 1.80437 0.34472 -4.34063  0.2332
47 H 2.66072 -2.13726 -4.19371  0.3556
48 H -1.41440 -0.92270 -1.42466  0.2738
49 H 2.18462 -0.32102 -2.75689  0.3829
50 H 2.36552 1.50771 2.33032  0.4554
51 H 3.43862 -2.38610 -6.77938  0.3326
52 H 2.45382 -1.06532 3.98663  0.3396
53 H -5.91753 -1.37730 1.30895  0.3752
54 H 0.50942 -0.18918 -3.25759  0.0272
55 H -2.69276 0.09427 -1.25616  0.2388
56 H 2.35297 4.83725 4.41826  0.4225
57 H -0.68753 -2.95112 -4.84699  0.3513
58 H -0.62338 -2.62427 -6.55906  0.3858
59 H 2.45819 3.74540 5.78952  0.2232
60 H 0.04406 0.42457 -0.27609  0.3096
61 H -0.88911 -0.10522 -5.98374  0.2585
62 H 3.41088 3.43322 4.33342  0.2843
63 H -0.96923 -1.15496 1.41247  0.0545
64 H 3.63024 -0.92180 -5.80506  0.2938
65 H -5.41465 -0.63628 -0.24617  0.2955
66 H 1.32211 -0.74082 2.66512  0.1569
67 H -2.27003 -1.15017 -5.66928  0.4002


[4]
The following is a DFT calculation (ωB97M-V with the def2-TZVPD basis set) of a molecular structure, C3H6AlF4N2O11S4.

Summary:
- DFT total energy (eV) = -89501.0929
- HOMO level (eV) = -14.25
- charge = +1
- LUMO energy (eV) = -11.27
- Kohn-Sham gap (eV) = 2.98

Each line ends with the Mulliken charge.
CARTESIAN COORDINATES (ANGSTROEM)
1 S 2.66094 -22.85981 4.11999  1.1082
2 S 3.43322 -27.64001 10.10633  1.0621
3 S 5.11947 -28.30852 8.39965  1.0528
4 S 0.51960 -22.66042 5.31285  1.0125
5 Al 3.01329 -24.92712 7.39229  1.2926
6 F -0.01268 -23.25421 6.69845  -0.2821
7 F 5.33574 -28.06635 6.86594  -0.2264
8 F 4.00008 -23.71193 4.12886  -0.2852
9 F 2.45174 -26.41659 10.24795  -0.2434
10 O -0.37450 -23.35029 4.47375  -0.4485
11 O 3.14525 -21.51751 4.11835  -0.4630
12 O 4.36067 -22.45526 7.81565  -0.5926
13 O 6.32657 -27.79430 8.94285  -0.4362
14 O 4.39318 -27.40989 11.10064  -0.4462
15 O 2.60476 -28.77479 10.16509  -0.4233
16 O 4.81062 -29.67380 8.54648  -0.4214
17 O 6.07382 -21.12714 7.15427  -0.3244
18 O 2.04563 -23.33730 2.94195  -0.4993
19 O 0.49930 -21.27293 5.52465  -0.4369
20 O 6.11661 -22.12029 9.08925  -0.3166
21 N 3.91258 -27.26143 8.56090  -0.0331
22 N 2.07143 -23.30918 5.52362  0.0125
23 C 7.46624 -21.66651 9.24435  -0.6284
24 C 5.51769 -20.77606 5.87990  -0.5989
25 C 5.45959 -21.92904 7.97345  0.8380
26 H 5.65544 -21.61145 5.19871  0.2554
27 H 6.04145 -19.88669 5.54695  0.2874
28 H 7.56713 -20.61573 8.98413  0.3013
29 H 7.78309 -21.81687 10.26981  0.2562
30 H 8.13749 -22.23363 8.59681  0.3100
31 H 4.46517 -20.51109 5.94927  0.3167